# 1
Below is a structure of composition C15H41FeN3O16V at a distorted geometry, with properties calculated with ωB97M-V/def2-TZVPD.

Calculated values
LUMO energy (alpha / beta) = 1.95 / 1.85 eV
Maximum force = 18.48 eV/A
Frontier orbital gap (alpha / beta) = 4.59 / 4.51 eV
2S+1 = 9
Charge = -1
E = -4171.30288 Ha
Expectation value of S² = 20.13

XYZ file:
```
77
C15H41FeN3O16V, DFT ωB97M-V/def2-TZVPD
Fe -2.02 2.48 0.37
V -1.25 -0.06 2.66
O -0.84 5.65 -0.40
O 0.74 0.32 3.11
O -2.72 1.41 2.16
O -1.84 3.90 -1.01
O -0.53 4.02 0.15
O -0.70 -0.72 0.68
O -2.59 3.31 2.10
O 3.31 3.41 0.05
O -2.96 -1.37 2.21
O -4.02 2.40 -0.25
O 2.08 0.90 -1.41
O -1.45 2.01 3.21
O -0.50 -2.02 3.10
O -1.82 0.62 -0.43
O -0.45 1.22 0.54
O -4.33 -5.40 -0.94
N 2.84 0.96 1.78
N -3.92 -1.72 -0.41
N 3.22 -2.09 -3.57
C 4.67 1.81 3.25
C 3.99 4.11 -0.94
C 2.35 -0.94 -3.23
C -4.72 -6.53 -0.11
C -0.69 0.23 -0.10
C 4.11 3.04 1.15
C -0.81 4.55 -0.94
C 3.49 2.17 2.29
C 2.95 -0.10 -1.97
C 1.83 1.90 -2.37
C -2.53 2.39 2.89
C -2.24 -2.95 -1.40
C 1.01 -1.55 -2.92
C -4.15 -4.20 -0.13
C -3.67 -3.02 -1.03
H 1.46 0.41 2.48
H -1.67 -2.81 -0.48
H 4.50 0.98 3.94
H -3.19 -1.26 1.28
H 0.38 -0.79 -2.45
H -4.81 -1.44 -0.79
H -0.04 -2.55 2.45
H 2.37 -0.25 -4.07
H 3.86 0.45 -2.20
H 3.46 4.88 -1.49
H -3.44 -4.37 0.68
H -4.76 2.09 0.26
H 4.18 -1.86 -3.79
H -4.41 2.71 -1.07
H -0.59 -2.60 3.86
H -3.91 -7.06 0.39
H 2.87 2.63 3.05
H 2.78 -2.40 -4.42
H -3.33 -1.06 -0.90
H -5.11 -3.94 0.32
H -2.15 -2.00 -1.91
H 4.43 3.41 -1.66
H 0.45 -2.02 -3.73
H 4.83 2.70 3.86
H 1.15 0.48 3.96
H -5.48 -6.09 0.53
H -1.87 -3.89 -1.81
H 3.11 -0.81 -1.16
H 1.28 2.67 -1.83
H 4.53 4.02 1.38
H 4.89 4.61 -0.60
H 2.39 1.29 0.94
H 3.62 0.36 1.56
H 2.75 2.36 -2.74
H -5.25 -7.21 -0.78
H 1.26 1.51 -3.22
H -4.19 -3.18 -1.98
H -3.68 -1.88 2.57
H 5.01 2.51 0.82
H 0.88 -2.25 -2.09
H 5.56 1.55 2.69
```

# 2
Below is a cluster of 3 separate species, C15H41N2O8P2S in total at a distorted geometry, with properties calculated with ωB97M-V/def2-TZVPD.

Calculated values
LUMO energy = -3.75 eV
Maximum force = 1.30 eV/A
Frontier orbital gap = 6.29 eV
Charge = +1
E = -2388.04653 Ha

XYZ file:
```
69
C15H41N2O8P2S, DFT ωB97M-V/def2-TZVPD
S -5.67 -2.35 5.42
P -0.60 -1.68 5.66
P -0.78 -3.89 5.78
O -1.13 -0.77 2.43
O -6.16 -0.97 6.02
O -5.99 -3.35 6.38
O -1.04 -4.23 7.18
O 0.83 -0.41 -1.64
O -6.12 -2.48 4.08
O 4.10 2.47 -6.77
O 2.31 4.55 -3.07
N -1.49 -1.84 -0.49
N 3.42 1.74 -3.96
C -2.01 -0.77 6.34
C 2.57 2.10 -2.83
C -2.44 -1.82 0.61
C 1.73 -1.51 -1.61
C -2.31 -0.70 1.64
C 2.69 1.34 -5.16
C 5.48 2.69 -6.55
C -0.38 -0.67 -2.34
C 2.74 4.93 -4.37
C -3.88 -2.23 5.37
C 0.03 -0.17 1.85
C 3.62 1.20 -6.35
C 1.65 3.31 -2.98
C -3.26 -0.83 5.45
C -1.55 -0.68 -1.38
H 4.45 0.53 -6.12
H 1.92 -1.90 -2.61
H 1.37 -2.32 -0.97
H 2.74 6.02 -4.41
H -6.23 -0.31 5.32
H 6.08 1.88 -6.98
H -3.54 -2.84 6.21
H 0.94 3.20 -3.81
H -2.35 -2.77 1.13
H -0.23 0.68 1.22
H 5.72 2.78 -5.48
H -3.15 -0.81 2.34
H 0.42 -4.37 5.24
H 0.53 -1.35 6.42
H -1.66 0.26 6.40
H -0.32 -1.60 -2.90
H 1.96 1.23 -2.57
H 5.75 3.62 -7.04
H 2.21 0.37 -4.97
H 2.67 -1.14 -1.20
H 2.06 4.55 -5.14
H -2.23 -1.13 7.34
H -3.60 -2.70 4.44
H -3.45 -1.78 0.19
H 1.04 3.37 -2.07
H 3.23 2.29 -1.98
H -2.49 -0.71 -1.94
H 3.75 4.59 -4.58
H 1.91 2.06 -5.44
H -0.53 0.15 -3.04
H -2.96 -0.49 4.46
H -1.79 -4.20 4.86
H -2.40 0.29 1.20
H -0.44 -1.27 4.32
H -3.96 -0.09 5.83
H 0.61 -0.89 1.27
H -1.53 0.27 -0.82
H -0.55 -1.92 -0.12
H 0.67 0.19 2.67
H 4.01 2.53 -4.19
H 3.05 0.78 -7.18
```

# 3
Below is a cluster of 3 separate species, C15H44N2O4P3S in total at a distorted geometry, with properties calculated with ωB97M-V/def2-TZVPD.

Calculated values
LUMO energy = 2.37 eV
Maximum force = 1.06 eV/A
Frontier orbital gap = 5.63 eV
Charge = -1
E = -2430.46124 Ha

XYZ file:
```
69
C15H44N2O4P3S, DFT ωB97M-V/def2-TZVPD
S 3.99 4.35 0.56
P 4.84 2.59 0.97
P 4.54 1.14 4.01
P 3.37 1.01 2.02
O -0.44 -2.40 -1.87
O -0.19 0.14 2.53
O -3.55 2.92 1.14
O -1.43 -0.98 -6.15
N -2.51 0.22 0.50
N -0.78 -3.51 -4.77
C 3.28 1.91 5.11
C -2.89 3.60 0.10
C -3.74 0.51 1.21
C -4.34 1.82 0.74
C -1.76 -0.93 1.00
C -2.09 -3.12 -5.26
C -0.79 -4.22 -3.49
C -0.14 -0.72 -6.68
C 4.52 -0.61 4.58
C 3.85 3.01 6.01
C -1.97 -2.25 -6.48
C -1.19 -0.84 2.41
C -0.69 -1.16 -2.51
C -0.62 1.45 2.85
C -1.28 -3.46 -2.26
H -5.33 1.94 1.18
H 4.22 3.83 5.40
H 4.69 2.63 6.59
H 6.02 2.80 1.69
H -4.46 -0.30 1.01
H -0.12 -0.85 -7.76
H 5.35 2.01 -0.22
H 2.71 0.99 0.71
H -4.45 1.81 -0.35
H 3.58 -0.86 5.08
H -0.81 2.05 1.95
H 2.83 1.12 5.73
H 0.10 0.31 -6.44
H -2.64 -4.03 -5.53
H -1.52 1.44 3.47
H -3.62 0.58 2.30
H -2.40 -1.82 0.93
H -1.96 -0.69 3.17
H 0.24 -4.54 -3.29
H -0.20 -2.68 -4.68
H -0.92 -1.09 0.32
H -1.28 -4.17 -1.43
H -1.39 -5.12 -3.60
H -0.71 -1.80 2.62
H 0.62 -1.37 -6.24
H -2.68 -2.57 -4.52
H -1.91 1.04 0.54
H -1.35 -2.74 -7.24
H -3.60 3.93 -0.67
H 4.28 -0.08 1.60
H 5.33 -0.78 5.29
H -0.08 -1.05 -3.41
H -1.75 -1.04 -2.77
H 2.49 2.33 4.48
H 2.60 2.20 2.39
H -0.42 -0.36 -1.82
H -2.97 -2.09 -6.90
H 2.40 0.10 2.58
H -2.31 -3.11 -2.38
H -2.42 4.48 0.54
H -2.12 2.99 -0.38
H 3.09 3.40 6.69
H 4.64 -1.27 3.73
H 0.20 1.93 3.39
```

# 4
Below is a cluster of 7 separate species, C15H44O7 in total at a distorted geometry, with properties calculated with ωB97M-V/def2-TZVPD.

Calculated values
LUMO energy = 0.63 eV
Maximum force = 1.53 eV/A
Frontier orbital gap = 10.15 eV
E = -1124.50013 Ha
Relative energy (zero: lowest compared OMol25 entry of this formula, charge and spin) = 234.7 kJ/mol

XYZ file:
```
66
C15H44O7, DFT ωB97M-V/def2-TZVPD
O 22.94 -8.07 20.54
O 21.31 -9.74 12.90
O 22.60 -4.72 15.80
O 20.95 -6.18 8.52
O 22.91 -1.91 16.25
O 20.07 -2.07 10.27
O 24.00 -6.99 16.99
C 21.25 -4.86 15.35
C 25.40 -6.82 16.72
C 23.43 0.21 15.37
C 20.59 -6.02 16.07
C 21.49 -2.23 10.42
C 21.37 -6.64 19.44
C 23.77 -1.85 13.96
C 21.84 -7.19 20.77
C 22.27 -6.06 21.69
C 21.25 -5.03 13.84
C 22.14 -0.88 10.77
C 23.83 -1.26 15.36
C 22.38 -9.40 13.76
C 20.29 -6.04 9.79
C 25.94 -7.88 15.78
H 22.90 -2.87 16.10
H 21.60 -0.47 11.62
H 24.06 0.78 14.68
H 23.91 -7.07 17.94
H 20.80 -3.91 15.65
H 23.14 -5.56 21.25
H 20.32 -4.98 13.26
H 22.49 -6.46 22.68
H 20.12 -7.04 10.17
H 22.06 -0.21 9.91
H 20.45 -6.08 19.63
H 23.92 -2.93 13.94
H 22.39 0.41 15.12
H 22.08 -5.91 19.05
H 20.88 -5.39 10.43
H 27.02 -8.06 15.83
H 21.11 -6.97 15.96
H 20.94 -5.35 8.05
H 19.35 -5.53 9.60
H 21.52 -2.89 11.29
H 20.99 -7.73 21.21
H 20.44 -5.73 17.11
H 24.62 -1.37 13.46
H 22.61 -10.15 14.51
H 21.96 -2.71 9.56
H 21.74 -5.97 13.58
H 25.53 -5.82 16.29
H 25.48 -8.87 15.90
H 23.31 -9.26 13.19
H 22.86 -1.55 13.44
H 24.82 -1.33 15.81
H 23.05 -5.57 15.93
H 25.74 -7.59 14.75
H 23.20 -1.00 10.98
H 21.14 -10.69 12.88
H 19.59 -6.26 15.68
H 21.13 -7.39 18.69
H 21.55 -5.24 21.73
H 23.67 0.63 16.35
H 23.34 -8.32 21.38
H 25.99 -6.87 17.64
H 19.93 -1.52 9.48
H 21.86 -4.24 13.39
H 22.11 -8.45 14.22
```